Density functional theory data (the ωB97M-V functional and the def2-TZVPD basis) for 2 unconnected molecules or ions with the total composition C20H18NO6 in a non-equilibrium geometry.

The value obtained for the largest force on an atom is 1.88 eV Å⁻¹. The energy above the lowest of the compared OMol25 structures with the same formula, charge and spin is 0.449 eV.

```
! wB97M-V def2-TZVPD RIJCOSX def2/J DEFGRID3
* xyz -1 1
O 2.54 -1.43 -0.93
O 3.60 0.62 -1.45
O 1.39 1.48 2.91
O 0.38 -1.38 -0.37
O 2.42 2.46 -1.96
O 2.30 -0.27 1.96
N 1.28 0.32 2.41
C -3.66 0.41 -1.25
C -1.51 -0.88 -2.50
C -3.84 -0.83 -1.87
C -1.07 0.32 3.02
C 3.51 -1.14 -3.15
C -2.16 2.15 4.19
C -1.30 0.39 -1.87
C 4.92 -1.33 -1.04
C -0.03 1.06 -1.82
C -1.03 1.60 3.60
C 1.18 0.44 -1.70
C -3.42 0.14 3.69
C -2.76 -1.47 -2.51
C 3.62 -0.81 -1.67
C 1.30 -0.86 -0.98
C -3.36 1.43 4.23
C 2.41 1.27 -1.76
C 0.05 -0.27 2.37
C -2.42 1.03 -1.30
C -2.29 -0.42 3.09
H 4.99 -2.41 -1.18
H -2.08 3.16 4.61
H 2.56 -0.77 -3.56
H 0.03 2.14 -1.90
H 4.36 -0.68 -3.68
H -4.36 -0.43 3.74
H -4.49 0.90 -0.73
H -0.66 -1.37 -2.98
H 4.94 -1.10 0.02
H 5.78 -0.86 -1.54
H -0.03 -1.23 1.87
H -2.31 -1.43 2.68
H -0.10 2.14 3.58
H -2.27 2.02 -0.87
H -2.90 -2.43 -3.01
H -4.82 -1.32 -1.85
H 3.56 -2.23 -3.27
H -4.24 1.88 4.69
*
```

Atom charges from the Löwdin analysis, given in e for atoms 1 to 5: O 0.075; O 0.077; O -0.114; O 0.113; O 0.120

Density functional theory data (the ωB97M-V functional and the def2-TZVPD basis) for a molecular structure, C20H19AuN7O2Se3 in a non-equilibrium geometry.

The value obtained for the largest force on an atom is 1.30 eV Å⁻¹. The energy above the lowest of the compared OMol25 structures with the same formula, charge and spin is 0.585 eV.

```
! wB97M-V def2-TZVPD RIJCOSX def2/J DEFGRID3
* xyz -1 3
Au -0.94 0.37 -2.25
Se -0.20 2.67 -0.97
Se -1.72 1.47 -4.59
Se 3.50 0.48 -4.14
O -2.77 5.94 -3.29
O 1.29 4.81 -3.47
N -2.76 0.23 -1.44
N 0.04 -1.02 -0.41
N -4.71 -0.40 -0.14
N -5.93 -2.37 0.69
N 0.82 -0.04 -3.14
N 1.06 -4.33 3.39
N 2.36 -2.58 3.82
C 3.44 -3.56 5.88
C -3.68 -0.13 -0.81
C 2.63 -5.78 6.41
C 1.76 -4.67 4.52
C 0.94 -2.38 1.84
C 2.58 -3.55 4.78
C 1.89 0.20 -3.54
C -1.46 5.66 -3.77
C -2.18 3.31 -4.06
C 1.46 -3.07 3.02
C 1.44 -1.11 1.52
C -0.45 -2.21 -0.10
C -1.10 4.21 -3.41
C -1.16 4.11 -1.87
C 0.96 -0.48 0.39
C -0.03 -2.93 1.01
C -5.32 -1.47 0.28
C 0.30 3.91 -3.96
C 1.77 -5.80 5.33
C 3.45 -4.68 6.68
H 0.38 -4.90 2.92
H -0.46 -3.90 1.20
H 1.14 -6.66 5.12
H 1.20 5.65 -3.92
H -1.21 -2.60 -0.76
H 1.35 0.49 0.09
H -1.41 5.78 -4.86
H 0.60 2.92 -3.63
H -2.98 6.86 -3.46
H 2.19 -0.66 2.15
H -2.50 3.75 -5.00
H 0.26 3.90 -5.06
H -3.05 3.25 -3.41
H 2.67 -6.64 7.07
H 4.07 -2.71 6.08
H -0.71 5.00 -1.43
H -0.73 6.34 -3.31
H -2.19 4.05 -1.54
H 4.10 -4.71 7.54
*
```

Atom charges from the Löwdin analysis, given in e for atoms 1 to 5: Au 0.606; Se 0.676; Se 0.579; Se 0.475; O -0.050

Density functional theory data (the ωB97M-V functional and the def2-TZVPD basis) for a molecular structure, C20H19BrCl49O3P2 in a non-equilibrium geometry.

The electronic energy comes out at -26804.87410 Ha. The value obtained for the largest force on an atom is 2.35 eV Å⁻¹.

```
! wB97M-V def2-TZVPD RIJCOSX def2/J DEFGRID3
* xyz 1 1
Br 0.71 0.98 -1.63
Cl 1.31 10.04 4.77
Cl -3.81 -7.98 -10.12
Cl -4.46 4.69 1.72
Cl -5.54 8.26 2.76
Cl -4.29 8.12 5.37
Cl -2.73 3.30 3.57
Cl -4.11 1.83 1.48
Cl -1.26 -7.23 6.06
Cl 3.26 -7.39 -2.29
Cl 1.70 7.67 6.39
Cl 4.05 -3.98 3.20
Cl 0.62 -1.65 -4.03
Cl -4.68 -7.12 -12.75
Cl -1.43 -5.81 3.55
Cl -0.44 6.14 2.46
Cl 5.94 12.45 -0.88
Cl -0.93 8.85 6.15
Cl 3.22 -0.99 -5.14
Cl 1.64 5.89 0.46
Cl 5.66 -6.38 3.20
Cl 8.07 10.62 -1.59
Cl 6.22 7.19 4.28
Cl 5.70 10.78 -3.24
Cl 1.00 0.85 -5.45
Cl -0.17 -2.93 2.28
Cl 1.02 -1.65 -6.90
Cl -1.93 3.62 0.80
Cl 7.72 6.59 1.88
Cl 6.92 9.31 2.44
Cl -3.82 -6.28 5.11
Cl -2.40 -5.85 -11.50
Cl 6.93 -3.78 3.40
Cl 1.13 10.22 7.65
Cl 3.08 -8.69 0.30
Cl -3.58 10.24 3.53
Cl 5.39 -4.82 5.62
Cl -2.75 7.52 3.00
Cl 5.55 9.59 -0.60
Cl 2.05 7.57 2.78
Cl 5.60 -7.58 -0.60
Cl -1.17 -3.44 -11.81
Cl 3.43 -5.82 0.14
Cl -2.17 -1.17 -10.31
Cl 0.43 -1.03 -11.59
Cl 0.04 -2.73 -9.28
Cl 0.18 8.37 0.73
Cl 4.93 7.34 1.70
Cl -2.51 -8.49 3.78
Cl -2.20 -8.58 -12.45
P 0.67 -0.69 -0.10
P -1.39 -0.64 0.73
O -3.48 -2.20 0.28
O 1.71 -0.33 1.16
O -2.07 -4.40 -0.70
C -3.31 3.37 1.90
C 1.47 -0.86 -5.38
C -0.72 -2.09 -10.75
C -4.22 -3.11 -0.54
C -1.36 -1.55 2.36
C -1.85 -5.71 -0.18
C 6.31 10.86 -1.58
C -3.36 -4.24 -1.24
C 5.51 -4.74 3.86
C -4.04 8.54 3.67
C -2.26 -6.95 4.63
C -0.99 -0.60 3.58
C 3.84 -7.37 -0.61
C -2.27 -0.32 4.44
C 6.45 7.61 2.57
C -2.62 -1.40 -0.49
C -3.27 -7.38 -11.71
C -0.37 -6.13 -0.49
C 0.80 9.19 6.24
C 0.86 6.99 1.61
H -1.98 -5.66 0.91
H -3.15 -0.60 -1.06
H -2.01 0.38 5.26
H 0.29 -5.41 0.05
H -2.33 -2.01 2.64
H 2.29 -1.08 1.35
H -3.25 -3.95 -2.32
H -0.16 -7.18 -0.18
H -4.93 -3.62 0.14
H -4.84 -2.56 -1.28
H -2.49 -6.50 -0.63
H -0.55 0.35 3.23
H -0.31 -1.19 4.22
H -2.64 -1.25 4.94
H -1.79 0.70 0.99
H -2.01 -1.97 -1.23
H -3.09 0.15 3.85
H -0.21 -5.96 -1.57
H -3.98 -5.16 -1.24
*
```

Atom charges from the Löwdin analysis, given in e for atoms 1 to 5: Br 0.262; Cl 0.503; Cl 0.514; Cl 0.550; Cl 0.518

Density functional theory data (the ωB97M-V functional and the def2-TZVPD basis) for C20H19ClN2O4S in the gas phase in a non-equilibrium geometry.

The value obtained for the largest force on an atom is 4.37 eV Å⁻¹. Its SMILES is C=Cc1ccsc1Cn1ccnc1CCc1c(Cl)c(O)cc(O)c1C(=O)OC. The energy above the lowest of the compared OMol25 structures with the same formula, charge and spin is 4.205 eV.

```
! wB97M-V def2-TZVPD RIJCOSX def2/J DEFGRID3
* xyz 0 1
Cl 3.08 -2.50 -0.50
S -3.11 -1.09 4.39
O 0.71 1.62 -4.69
O 5.25 -0.78 -1.10
O 3.41 1.82 -4.46
O -0.40 1.27 -2.76
N -2.37 -1.15 0.95
N -1.82 -2.48 -0.79
C -3.38 -2.17 0.82
C 0.48 -1.22 -1.63
C -0.21 1.61 3.31
C 1.89 0.36 -3.07
C -2.11 -0.17 3.23
C -2.95 -2.98 -0.19
C -1.60 1.79 -3.27
C 1.85 -0.63 -2.07
C 3.01 -1.15 -1.52
C 4.15 -0.46 -1.76
C 0.69 1.20 -3.53
C 4.19 0.46 -2.80
C -1.19 0.46 5.32
C -2.18 -0.45 5.74
C -2.54 0.08 1.70
C -1.08 0.52 3.84
C 0.68 2.36 4.07
C -1.40 -1.44 0.00
C 3.11 0.96 -3.44
C -0.08 -0.80 -0.21
H -4.17 -2.58 1.47
H -2.31 2.18 -2.48
H 2.57 2.07 -4.86
H 0.94 2.31 5.10
H -3.56 -3.88 -0.35
H -2.07 0.95 -3.85
H 0.70 -2.30 -1.48
H 5.18 0.73 -3.21
H -0.29 0.25 -0.32
H -1.32 2.74 -3.76
H 1.25 3.09 3.52
H -0.56 1.83 2.27
H 5.66 -1.66 -1.38
H -1.86 0.81 1.22
H 0.60 -1.09 0.62
H -3.51 0.59 1.61
H -2.51 -0.79 6.71
H -0.30 -1.26 -2.44
H -0.51 0.93 6.03
*
```

Atom charges from the Löwdin analysis, given in e for atoms 1 to 5: Cl 0.805; S 0.967; O 0.081; O 0.024; O 0.084

Density functional theory data (the ωB97M-V functional and the def2-TZVPD basis) for a molecular structure, C20H19CoGeNO2S3Sb.

The electronic energy comes out at -5873.41541 Ha. The value obtained for the largest force on an atom is 0.62 eV Å⁻¹.

```
! wB97M-V def2-TZVPD RIJCOSX def2/J DEFGRID3
* xyz -1 2
Sb -2.90 1.52 -3.73
Ge -0.27 0.24 -0.03
Co -0.84 -0.75 -2.15
S -2.80 -0.01 -1.68
S -3.82 0.35 -5.39
S -0.49 0.86 -3.62
O -1.11 -2.65 -2.08
O -0.13 -4.65 -1.82
N 1.10 -1.36 -2.54
C 1.90 2.18 0.21
C 1.61 0.83 0.01
C 0.41 -2.59 3.02
C 0.53 -1.53 2.14
C -1.43 2.90 -0.26
C 1.27 -2.76 -2.12
C -0.47 -1.24 1.21
C -2.19 3.99 0.14
C 4.27 1.73 0.14
C -1.99 1.75 1.76
C -0.73 -3.39 2.98
C -2.76 2.84 2.17
C 4.00 0.38 -0.04
C 3.22 2.62 0.27
C -2.86 3.96 1.35
C -0.09 -3.45 -2.00
C 2.68 -0.06 -0.10
C -1.60 -2.06 1.18
C -1.31 1.77 0.55
C -1.73 -3.12 2.06
H 1.10 2.89 0.32
H -3.47 4.80 1.66
H 2.50 -1.12 -0.19
H -2.28 4.85 -0.51
H 1.42 -0.91 2.19
H 1.08 -1.27 -3.55
H 3.42 3.68 0.42
H 1.83 -0.75 -2.20
H -1.93 0.88 2.41
H 1.20 -2.80 3.73
H -0.94 2.92 -1.23
H 1.91 -3.33 -2.79
H 4.81 -0.33 -0.13
H -3.29 2.80 3.11
H -2.38 -1.88 0.44
H 5.29 2.08 0.18
H -0.82 -4.23 3.65
H 1.72 -2.79 -1.13
H -2.61 -3.76 2.01
*
```

Atom charges from the Löwdin analysis, given in e for atoms 1 to 5: Sb 0.190; Ge 0.951; Co -0.235; S 0.104; S -0.379

Density functional theory data (the ωB97M-V functional and the def2-TZVPD basis) for a gas-phase ion, C20H19F2 (charge +1) in a non-equilibrium geometry.

The value obtained for the largest force on an atom is 2.17 eV Å⁻¹. The energy above the lowest of the compared OMol25 structures with the same formula, charge and spin is 0.000 eV.

```
! wB97M-V def2-TZVPD RIJCOSX def2/J DEFGRID3
* xyz 1 1
F 5.06 1.41 -2.07
F -5.31 1.43 -1.92
C 1.19 0.28 -1.19
C -3.75 -0.35 -1.67
C 2.80 2.02 -1.69
C 2.15 -0.69 -1.51
C -2.43 -0.72 -1.37
C -0.16 0.25 0.91
C -1.68 1.56 -1.68
C 1.20 -1.73 1.69
C -4.01 1.01 -1.84
C 1.51 1.63 -1.29
C -0.77 -0.93 2.91
C -3.00 1.97 -1.89
C -0.13 -0.17 -0.55
C -1.27 -0.31 1.68
C 3.75 1.03 -1.88
C 1.08 -0.20 1.77
C -1.42 0.25 -1.25
C 0.48 -0.03 3.17
C -0.04 -2.25 2.47
C 3.46 -0.33 -1.82
H -0.19 1.36 0.96
H -3.22 3.02 -2.10
H 1.27 -2.13 0.67
H 3.03 3.07 -1.83
H -1.49 -1.07 3.73
H 1.99 0.34 1.54
H 0.77 2.40 -1.07
H 4.21 -1.08 -2.02
H 1.86 -1.75 -1.51
H -0.66 -2.90 1.85
H -0.13 -1.27 -0.58
H -2.18 -1.78 -1.25
H 2.12 -2.04 2.21
H -2.31 -0.23 1.38
H -4.54 -1.08 -1.76
H 0.22 1.00 3.38
H -0.87 2.25 -1.87
H 0.30 -2.81 3.34
H 1.14 -0.41 3.95
*
```

Atom charges from the Löwdin analysis, given in e for atoms 1 to 5: F 0.055; F 0.051; C -0.183; C 0.010; C 0.025

Q: largest force on an atom of number 2 (C20H19AuN7O2Se3)?
A: 1.30 eV Å⁻¹